ORCA calculation (the ωB97M-V functional and the def2-TZVPD basis) on one molecule with the formula C7H7ClS in a non-equilibrium geometry.

Computed properties:
spin multiplicity	1
HOMO	-8.4	eV
HOMO-LUMO gap	9.2	eV
SMILES	CC1=C[C@H]2CC2=C(Cl)S1
energy	-1129.1791	Eh
energy relative to the best compared isomer or geometry (same formula, charge and spin)	245.09	kJ/mol

The geometry in XYZ format:
```
16
Properties=species:S:1:pos:R:3:lowdin_charge:R:1
C 1.24600 -2.31101 -0.47208 -0.1008
C 0.54607 -1.08059 0.07217 -0.5531
C 1.05497 0.14958 0.16685 -0.0765
C 0.21783 1.25876 0.74727 -0.2643
C -0.49811 2.27729 -0.05272 -0.0682
C -1.18005 1.09755 0.47409 -0.3340
C -1.94469 0.03366 0.22646 -0.9906
Cl -3.40537 -0.04302 -0.57497 0.6859
S -1.08005 -1.45183 0.78294 0.9229
H 1.83469 -2.66233 0.25802 0.0201
H 1.93662 -1.91811 -1.29506 0.1059
H 0.31166 -2.96136 -0.78879 0.1025
H 1.97316 0.35851 -0.39137 0.1191
H 0.46970 1.54409 1.79011 0.1600
H -0.54478 2.42918 -1.21459 0.1471
H -0.93764 3.27963 0.27168 0.1242
```


ORCA calculation (the ωB97M-V functional and the def2-TZVPD basis) on C7H7CrFO15 as an isolated structure in a non-equilibrium geometry.

Computed properties:
spin multiplicity	6
HOMO (alpha / beta)	-4.5 / -4.6	eV
net charge	-1
HOMO-LUMO gap (alpha / beta)	6.7 / 4.1	eV
energy	-2544.0011	Eh

The geometry in XYZ format:
```
31
Properties=species:S:1:pos:R:3:lowdin_charge:R:1
Cr -37.08342 2.61214 -6.27465 0.9729
O -36.18329 -0.87649 -4.69674 0.1595
C -36.45079 0.29224 -5.20513 -0.8375
O -36.41203 0.56274 -6.40935 -0.0591
O -36.68080 1.28987 -4.47156 -0.0291
H -35.92544 -1.35009 -5.49098 0.1173
O -39.73777 5.45188 -4.56189 0.1257
C -38.75496 5.05696 -5.32140 -0.9053
O -38.07214 5.85450 -5.95592 0.0177
O -38.45908 3.88864 -5.37270 -0.0448
H -39.77104 6.38177 -4.79810 0.1078
O -33.52428 4.99246 -5.74363 0.1658
C -34.64925 4.82564 -6.42450 -0.8250
O -35.12748 5.62019 -7.23687 0.1945
O -35.21970 3.79608 -6.26819 0.1058
H -33.20583 5.75238 -6.23630 0.1136
O -37.98584 3.49735 -10.58973 0.1160
C -37.72799 4.07313 -9.40342 -0.7999
O -37.38214 3.37537 -8.40512 -0.0197
O -37.79657 5.25241 -9.20810 0.1556
H -37.60447 2.63868 -10.39268 0.1008
C -41.64374 0.12109 -8.78361 -0.0634
C -40.82986 0.96162 -9.70511 -0.2226
O -39.90602 1.57677 -8.73420 0.1424
C -39.94397 1.05453 -7.54116 -0.5915
O -39.18868 1.32315 -6.66957 0.1845
O -40.98421 0.26418 -7.53409 0.1172
F -41.57212 2.00772 -10.19732 0.0577
H -41.64971 -0.87981 -9.21519 0.1314
H -42.71084 0.34183 -8.80931 0.1431
H -40.29712 0.46184 -10.51412 0.1687
```


ORCA calculation (the ωB97M-V functional and the def2-TZVPD basis) on one molecule with the formula C7H7F2NO in a non-equilibrium geometry.

Computed properties:
spin multiplicity	1
HOMO (alpha / beta)	-7.5 / -7.5	eV
HOMO-LUMO gap (alpha / beta)	7.3 / 7.3	eV
energy	-600.4848	Eh
energy relative to the best compared isomer or geometry (same formula, charge and spin)	531.84	kJ/mol

The geometry in XYZ format:
```
18
Properties=species:S:1:pos:R:3:lowdin_charge:R:1
C -0.35211 1.37383 1.22764 0.0132
C 0.99041 0.98856 1.16903 0.0126
C -0.89523 1.40457 -0.17732 -0.1952
C 1.32544 0.87991 -0.22074 -0.3274
C 0.17727 -1.04313 -0.38031 -0.1770
C -1.71775 0.12300 -0.73793 -0.3395
C 1.06001 -2.23882 -0.18592 -0.0752
N -1.09352 -1.19490 -0.58952 0.1238
O 0.31513 1.50292 -0.97214 -0.0235
F 2.53892 0.70931 -0.70071 0.1549
F -2.90969 0.08213 -0.11814 0.0225
H -0.89253 1.37930 2.09139 0.0786
H 1.60168 0.70468 2.07468 0.1440
H -1.65841 2.26791 -0.43652 0.1843
H -1.95104 0.39811 -1.75006 0.1385
H 0.27781 -3.00834 0.01974 0.0796
H 1.50639 -2.01168 0.81569 0.0832
H 1.67721 -2.31738 -1.12887 0.1027
```


ORCA calculation (the ωB97M-V functional and the def2-TZVPD basis) on an isolated ion of composition C7H7F7NO2S and charge +1.

Computed properties:
spin multiplicity	1
HOMO	-15.2	eV
net charge	+1
HOMO-LUMO gap	9.9	eV
SMILES	O=S(=O)([C@H]1C=[NH+]CC1)C(F)(F)C(F)(F)C(F)(F)F
energy	-1573.1273	Eh
energy relative to the best compared isomer or geometry (same formula, charge and spin)	0.00	kJ/mol

The geometry in XYZ format:
```
25
Properties=species:S:1:pos:R:3:lowdin_charge:R:1
O -0.24134 -1.49281 2.17661 -0.2251
S -0.17384 -1.79933 0.79353 0.7808
O -0.05162 -3.10389 0.23822 -0.2297
C 1.31832 -0.93291 0.20430 -0.2678
C 1.51283 -0.76994 -1.25563 0.0315
N 1.84031 0.42163 -1.57038 0.1353
C 1.79938 1.37858 -0.43544 -0.0778
C 1.74246 0.44285 0.77900 -0.0831
C -1.76309 -1.14181 -0.02079 -0.4675
F -2.71632 -1.52655 0.81750 0.1700
F -1.84949 -1.80302 -1.16916 0.1483
C -1.96108 0.35427 -0.36891 -0.3473
F -3.04221 0.45360 -1.12591 0.2108
F -0.86885 0.72031 -1.10985 0.1153
C -2.10157 1.34378 0.82016 -0.5684
F -3.31075 1.30711 1.31765 0.2366
F -1.22138 1.02081 1.77509 0.1693
F -1.82363 2.56292 0.39362 0.2067
H 2.00985 -1.72946 0.53510 0.1607
H 1.42086 -1.55827 -2.00212 0.1799
H 2.05315 0.70761 -2.52215 0.1959
H 2.67154 2.03488 -0.44966 0.1435
H 0.90687 1.99936 -0.56479 0.1253
H 1.09264 0.80023 1.57872 0.1191
H 2.75698 0.31003 1.16528 0.1376
```


ORCA calculation (the ωB97M-V functional and the def2-TZVPD basis) on C7H7I2N2O4W as an isolated structure in a non-equilibrium geometry.

Computed properties:
spin multiplicity	3
HOMO (alpha / beta)	-20.5 / -20.4	eV
net charge	+3
HOMO-LUMO gap (alpha / beta)	5.6 / 4.5	eV
energy	-1342.4521	Eh

The geometry in XYZ format:
```
23
Properties=species:S:1:pos:R:3:lowdin_charge:R:1
W 1.10656 2.09594 0.36702 0.6660
I 3.56535 2.23759 0.58492 0.8966
C 0.43474 3.74531 1.13906 -0.1563
I 1.30966 3.32985 -1.79233 0.9768
H 0.71813 4.67428 0.62381 0.0156
H -0.27115 3.63621 1.98282 0.0630
C -0.58148 0.72882 2.11170 0.0411
C -0.52255 -0.00390 0.76633 -0.3282
N 0.30841 0.22705 -0.27609 -0.0205
C 0.18303 -1.05489 -1.06112 0.0406
C -0.83490 -1.77187 -0.47176 -0.1046
N -1.16640 -1.19486 0.68037 0.2250
C -1.42895 -3.00850 -0.91664 -0.3403
O -0.90807 -3.70943 -1.95370 0.2817
O -2.47776 -3.27730 -0.30326 0.2143
C 1.11392 -1.49003 -2.19819 -0.4366
O 1.10619 -2.68810 -2.76889 0.1970
O 1.92909 -0.62293 -2.41282 0.1134
H -1.56098 0.61040 2.60391 0.1524
H -0.37561 1.77595 1.89935 -0.0139
H 0.25751 0.40081 2.77309 0.1461
H -2.03442 -1.44506 1.25829 0.2559
H 0.12971 -3.19534 -2.63589 0.1150
```


ORCA calculation (the ωB97M-V functional and the def2-TZVPD basis) on C7H7I2OPS as an isolated structure in a non-equilibrium geometry.

Computed properties:
spin multiplicity	1
HOMO (alpha / beta)	-8.1 / -8.3	eV
HOMO-LUMO gap (alpha / beta)	6.2 / 7.2	eV
energy	-1681.0558	Eh
energy relative to the best compared isomer or geometry (same formula, charge and spin)	50.28	kJ/mol

The geometry in XYZ format:
```
19
Properties=species:S:1:pos:R:3:lowdin_charge:R:1
C 0.95270 -0.16548 -1.32293 -0.0506
C -0.87669 -0.62400 0.09280 -0.0677
C 1.82102 -0.85842 -0.41563 -0.0881
C -0.08120 -1.33937 0.95779 -0.0803
C -0.43605 -0.13443 -1.12092 -0.3237
C 1.30102 -1.50958 0.71439 -0.4763
C -1.32922 0.53633 -2.10014 -0.0379
O 1.44553 -2.78453 2.95344 -0.5527
P -0.91317 2.67919 2.69830 -0.3051
S 2.26047 -2.54691 1.76854 0.9409
I 0.89021 3.01057 1.15712 0.2047
I -2.43043 4.35528 1.88822 0.1658
H 1.44554 0.31606 -2.15803 0.1046
H -1.86406 -0.43550 0.42878 0.1081
H 2.84127 -0.96583 -0.74929 0.0988
H -0.44805 -1.44380 1.91770 0.0810
H -2.04843 -0.28058 -2.38688 0.1082
H -1.89177 1.21219 -1.46887 0.0754
H -0.63869 0.97880 -2.85438 0.0950
```


ORCA calculation (the ωB97M-V functional and the def2-TZVPD basis) on one molecule with the formula C7H7N in a non-equilibrium geometry.

Computed properties:
spin multiplicity	1
HOMO	-8.9	eV
HOMO-LUMO gap	9.0	eV
energy	-325.3952	Eh
energy relative to the best compared isomer or geometry (same formula, charge and spin)	691.75	kJ/mol

The geometry in XYZ format:
```
15
Properties=species:S:1:pos:R:3:lowdin_charge:R:1
C 1.30016 1.11066 -1.69017 -0.3424
C 1.09861 0.00402 -0.79124 -0.1267
C -0.08545 0.49166 -0.03153 -0.2800
C -0.11930 0.92538 -1.57030 0.1307
C 2.98226 0.67364 -1.94744 0.1330
C -1.26145 -0.62659 1.90988 -0.1018
C -1.15344 -0.52844 0.36729 -0.2273
N 2.25130 1.24853 -2.73496 0.1003
H 1.38426 -1.05110 -0.95998 0.1367
H 0.04685 1.30910 0.70002 0.1384
H -2.29319 -0.43501 2.31920 0.0893
H -0.49398 0.06792 2.39389 0.0816
H -0.69389 -1.49801 2.19079 0.0547
H -2.15455 -0.27254 -0.00188 0.1107
H -0.80819 -1.41923 -0.15356 0.1029
```


ORCA calculation (the ωB97M-V functional and the def2-TZVPD basis) on an isolated ion of composition C7H7N2O and charge +1 in a non-equilibrium geometry.

Computed properties:
spin multiplicity	1
HOMO (alpha / beta)	-10.7 / -10.7	eV
net charge	+1
HOMO-LUMO gap (alpha / beta)	5.6 / 5.6	eV
energy	-455.1822	Eh
energy relative to the best compared isomer or geometry (same formula, charge and spin)	630.56	kJ/mol

The geometry in XYZ format:
```
17
Properties=species:S:1:pos:R:3:lowdin_charge:R:1
C -0.20399 0.82483 -2.21561 -0.1177
C -1.44050 0.26033 -1.81708 -0.0882
C 1.02607 0.55080 -1.60614 -0.1206
C 1.30597 -0.06390 -0.49118 -0.0535
C -2.03708 0.20338 -0.67205 0.0533
C -2.75523 -0.73553 1.50450 -0.1716
C 1.96337 -0.51399 0.50055 -0.0647
N -2.47986 -0.22350 0.43093 0.2032
N 1.53846 0.01315 1.96187 0.1358
O -2.95958 -1.20124 2.55777 0.2406
H -0.18507 0.97182 -3.30265 0.1053
H -2.23674 0.09607 -2.62307 0.1870
H 1.91417 1.08885 -1.83813 0.1295
H 2.49809 -1.35544 0.72932 0.0759
H 1.07721 -0.92501 2.21507 0.1686
H 0.74248 0.68636 1.97030 0.1478
H 2.23221 0.32302 2.69562 0.1694
```


ORCA calculation (the ωB97M-V functional and the def2-TZVPD basis) on C7H7N2O2 as an isolated structure in a non-equilibrium geometry.

Computed properties:
spin multiplicity	1
HOMO	-4.8	eV
net charge	-1
HOMO-LUMO gap	8.5	eV
energy	-530.9041	Eh
energy relative to the best compared isomer or geometry (same formula, charge and spin)	248.75	kJ/mol

The geometry in XYZ format:
```
18
Properties=species:S:1:pos:R:3:lowdin_charge:R:1
C -2.03719 -0.61070 0.66938 -0.0950
C -2.88046 0.04883 1.65418 -0.2238
C -0.83283 -0.02513 0.87229 -0.1417
C 0.57448 -0.41362 -1.32457 -0.1431
C 0.85942 -0.14562 -0.09166 0.0134
C 2.03600 0.42749 0.63760 -0.7302
C 1.60607 -0.46669 -2.48934 -0.0941
N -2.22106 0.92376 2.37996 -0.0083
N -0.93927 0.88547 1.87200 -0.0112
O 3.08267 0.63195 -0.02931 -0.0564
O 1.81305 0.76794 1.80829 -0.0598
H -2.01727 -1.40090 -0.10722 0.0852
H -3.93266 0.21742 1.80129 0.0710
H -0.41345 -0.75759 -1.60573 0.0775
H 2.36677 0.38367 -2.50916 0.0890
H 2.13919 -1.37243 -2.45662 0.0377
H 0.96425 -0.49281 -3.39908 0.0574
H -0.16773 1.39897 2.31767 0.1323
```


ORCA calculation (the ωB97M-V functional and the def2-TZVPD basis) on a 2-piece molecular cluster, C7H7N2O3P overall in a non-equilibrium geometry.

Computed properties:
spin multiplicity	1
HOMO	-9.4	eV
HOMO-LUMO gap	8.4	eV
SMILES	O=[N+]([O-])c1ccc(C#[N+][O-])cc1.P
energy	-947.2712	Eh
energy relative to the best compared isomer or geometry (same formula, charge and spin)	17.46	kJ/mol

The geometry in XYZ format:
```
20
Properties=species:S:1:pos:R:3:lowdin_charge:R:1
O 0.26785 0.24113 -5.13947 0.0714
N 0.42871 -0.87119 -4.67289 -0.3141
O 0.25917 -1.98001 -5.20546 0.0724
C 0.75981 -0.86107 -3.15894 -0.1103
C 0.57479 0.34375 -2.53831 -0.0080
C 0.71003 0.34346 -1.13592 -0.0293
C 1.24045 -0.69340 -0.39554 -0.2298
C 1.43947 -0.57358 0.98666 0.0444
N 1.67357 -0.57249 2.13878 -0.1084
O 1.98879 -0.43687 3.27856 0.0314
C 1.39891 -1.87299 -1.12074 -0.0067
C 1.23664 -1.97898 -2.49461 0.0134
H 0.10833 1.17195 -3.07178 0.1255
H 0.43973 1.43279 -0.82499 0.1554
H 1.75642 -2.81052 -0.59110 0.1480
H 1.38342 -2.86543 -2.91720 0.0770
P -1.90100 0.58592 2.35052 0.6514
H -1.56009 0.01286 1.01472 -0.1370
H -2.47831 1.70546 1.91333 -0.2323
H -2.96180 -0.25957 2.39328 -0.2142
```


ORCA calculation (the ωB97M-V functional and the def2-TZVPD basis) on one molecule with the formula C7H7N3 in a non-equilibrium geometry.

Computed properties:
spin multiplicity	3
HOMO (alpha / beta)	-5.7 / -9.0	eV
HOMO-LUMO gap (alpha / beta)	6.4 / 6.1	eV
energy	-434.9242	Eh
energy relative to the best compared isomer or geometry (same formula, charge and spin)	249.92	kJ/mol

The geometry in XYZ format:
```
17
Properties=species:S:1:pos:R:3:lowdin_charge:R:1
C 2.29438 1.07874 -0.03091 -0.2688
C 2.12945 -1.53727 -0.13288 -0.0778
C 1.82567 -0.23320 -0.03802 -0.0452
C -0.20599 -0.51480 -0.11524 -0.0796
C -0.84234 1.80882 -0.64029 0.0749
C -1.08896 0.59827 -0.14879 -0.3160
C -2.32277 0.39707 0.68323 -0.0461
N 2.75879 2.13187 -0.04486 0.1406
N -0.22181 -1.75829 -0.15811 0.0481
N 0.96543 -2.34646 -0.16692 -0.0092
H 3.15132 -1.94262 -0.12068 0.1268
H -1.59723 2.59523 -0.75463 0.0916
H -0.01186 1.94064 -1.15576 0.0089
H -2.16956 -0.12151 1.62568 0.0850
H -2.67191 1.34436 0.97469 0.0571
H -3.05818 -0.15921 0.12353 0.0868
H 1.06558 -3.28165 0.09996 0.1231
```


ORCA calculation (the ωB97M-V functional and the def2-TZVPD basis) on an isolated ion of composition C7H7N3O4P and charge -1 in a non-equilibrium geometry.

Computed properties:
spin multiplicity	1
HOMO (alpha / beta)	-3.5 / -3.3	eV
net charge	-1
HOMO-LUMO gap (alpha / beta)	5.5 / 5.7	eV
energy	-1077.5294	Eh
energy relative to the best compared isomer or geometry (same formula, charge and spin)	192.02	kJ/mol

The geometry in XYZ format:
```
22
Properties=species:S:1:pos:R:3:lowdin_charge:R:1
C -1.37192 0.20544 -1.62553 -0.2102
C -0.66307 -1.03398 -1.94813 -0.0905
C -0.35431 0.98283 -0.82439 -0.4085
C -0.37983 0.37385 0.67939 -0.4925
C -0.24171 -1.81776 -0.84164 -0.5561
C -1.72483 1.68491 2.13518 -0.3090
C -0.56591 -1.14144 0.50870 -0.0571
N 0.39063 1.89081 -1.21180 0.1645
N -1.62844 0.92829 1.19332 0.1867
N 2.68563 -0.30773 0.32643 -0.0552
O 0.63038 0.75453 1.53637 -0.1963
O 0.17876 -2.96939 -0.91235 -0.0630
O -1.95894 2.26251 3.09792 0.1828
O 3.11111 1.56186 1.93201 -0.3910
P 2.11879 1.18273 0.89063 0.6741
H -1.56474 0.77946 -2.52545 0.1054
H -0.48008 -1.20447 -3.06318 0.1082
H -2.29261 0.07442 -1.13140 0.0888
H -0.03144 -1.80481 1.26420 0.1416
H -1.54342 -1.49559 0.84137 0.1202
H 2.07145 -0.72264 -0.39029 0.0484
H 3.61450 -0.18382 0.06864 0.0086
```


Please write out number 5 again, unchanged.
ORCA calculation (the ωB97M-V functional and the def2-TZVPD basis) on C7H7I2N2O4W as an isolated structure in a non-equilibrium geometry.

Computed properties:
spin multiplicity	3
HOMO (alpha / beta)	-20.5 / -20.4	eV
net charge	+3
HOMO-LUMO gap (alpha / beta)	5.6 / 4.5	eV
energy	-1342.4521	Eh

The geometry in XYZ format:
```
23
Properties=species:S:1:pos:R:3:lowdin_charge:R:1
W 1.10656 2.09594 0.36702 0.6660
I 3.56535 2.23759 0.58492 0.8966
C 0.43474 3.74531 1.13906 -0.1563
I 1.30966 3.32985 -1.79233 0.9768
H 0.71813 4.67428 0.62381 0.0156
H -0.27115 3.63621 1.98282 0.0630
C -0.58148 0.72882 2.11170 0.0411
C -0.52255 -0.00390 0.76633 -0.3282
N 0.30841 0.22705 -0.27609 -0.0205
C 0.18303 -1.05489 -1.06112 0.0406
C -0.83490 -1.77187 -0.47176 -0.1046
N -1.16640 -1.19486 0.68037 0.2250
C -1.42895 -3.00850 -0.91664 -0.3403
O -0.90807 -3.70943 -1.95370 0.2817
O -2.47776 -3.27730 -0.30326 0.2143
C 1.11392 -1.49003 -2.19819 -0.4366
O 1.10619 -2.68810 -2.76889 0.1970
O 1.92909 -0.62293 -2.41282 0.1134
H -1.56098 0.61040 2.60391 0.1524
H -0.37561 1.77595 1.89935 -0.0139
H 0.25751 0.40081 2.77309 0.1461
H -2.03442 -1.44506 1.25829 0.2559
H 0.12971 -3.19534 -2.63589 0.1150
```


Number 4 is which compound?
C7H7F7NO2S


The highest spin multiplicity belongs to which entry?
C7H7CrFO15